1.
{
  "formula": "C16H32CoO2P2",
  "method": "ωB97M-V/def2-TZVPD",
  "orbital_gap_ev": [3.68, 3.44],
  "relative_energy_kj_mol": 241.4,
  "lumo_energy_ev": [-1.31, -2.65],
  "fmax_ev_per_a": 4.6,
  "multiplicity": 4,
  "energy_ha": -2844.3423,
  "e_homo_ev": [-4.984, -6.084],
  "s_squared": 3.9103,
  "elements": ["P", "P", "C", "C", "H", "H", "H", "H", "C", "H", "H", "H", "C", "H", "H", "H", "C", "H", "H", "H", "C", "H", "H", "H", "Co", "C", "C", "C", "C", "C", "C", "C", "C", "C", "H", "H", "H", "H", "H", "H", "H", "H", "H", "H", "H", "H", "H", "H", "H", "O", "C", "O", "H"],
  "xyz": [[0.551, -1.794, -0.223], [0.639, 1.649, -0.822], [0.558, -0.824, -1.837], [1.493, 0.352, -1.767], [-0.497, -0.521, -2.022], [0.867, -1.463, -2.673], [2.447, 0.156, -1.260], [1.674, 0.741, -2.773], [0.505, 2.813, -2.288], [0.358, 3.856, -1.981], [-0.315, 2.516, -2.959], [1.452, 2.740, -2.847], [1.896, 2.443, 0.173], [2.400, 3.234, -0.406], [2.614, 1.666, 0.500], [1.415, 2.863, 1.075], [-0.197, -3.197, -1.275], [-0.097, -4.181, -0.795], [0.403, -3.230, -2.208], [-1.248, -3.019, -1.559], [2.083, -2.655, 0.045], [2.976, -1.913, 0.190], [2.367, -3.149, -0.878], [1.910, -3.378, 0.854], [2.447, -0.911, 1.282], [-1.839, 2.011, -0.458], [-2.749, 1.587, -1.382], [-4.165, 1.267, -0.946], [-4.085, 0.062, -0.027], [-2.881, -0.712, -0.428], [-2.006, -0.968, 0.529], [-1.228, 0.150, 1.250], [-1.735, 1.607, 0.972], [3.088, -2.527, 2.656], [-1.569, 3.068, -0.636], [-2.579, 1.693, -2.480], [-4.846, 1.059, -1.781], [-4.558, 2.153, -0.422], [-3.898, 0.397, 0.997], [-4.991, -0.545, -0.006], [-2.755, -1.040, -1.489], [-1.858, -2.024, 0.912], [-0.133, 0.126, 1.019], [-1.201, -0.096, 2.327], [-2.655, 1.700, 1.540], [-1.021, 2.280, 1.459], [3.878, -1.998, 3.252], [3.500, -3.496, 2.243], [2.200, -2.752, 3.313], [2.113, -0.312, 4.066], [2.820, 0.539, 3.540], [3.107, 0.656, 2.280], [3.346, 1.321, 4.155]]
}

2.
{
  "formula": "C18H15ClN2O3",
  "method": "ωB97M-V/def2-TZVPD",
  "orbital_gap_ev": 8.71,
  "relative_energy_kj_mol": 0.0,
  "lumo_energy_ev": -0.40,
  "fmax_ev_per_a": 0.7,
  "smiles": "C[C@@H](C(=O)NCc1ccccc1Cl)N1C(=O)c2ccccc2C1=O",
  "energy_ha": -1490.4288,
  "e_homo_ev": -9.112,
  "elements": ["C", "H", "C", "N", "C", "O", "C", "C", "C", "C", "C", "C", "C", "O", "H", "H", "H", "H", "H", "C", "O", "N", "H", "C", "C", "C", "C", "C", "C", "C", "Cl", "H", "H", "H", "H", "H", "H", "H", "H"],
  "xyz": [[0.814, 2.726, -1.839], [1.183, 3.692, -1.504], [1.623, 1.602, -1.202], [1.085, 0.302, -1.569], [1.756, -0.602, -2.386], [2.784, -0.372, -2.967], [0.923, -1.829, -2.377], [1.099, -3.042, -3.008], [0.138, -4.026, -2.796], [-0.958, -3.795, -1.979], [-1.137, -2.570, -1.344], [-0.184, -1.596, -1.556], [-0.084, -0.214, -1.032], [-0.840, 0.389, -0.309], [-1.985, -2.381, -0.704], [-1.684, -4.580, -1.832], [0.250, -4.987, -3.275], [1.956, -3.216, -3.641], [2.652, 1.612, -1.582], [1.702, 1.589, 0.339], [2.480, 0.843, 0.895], [0.882, 2.435, 0.988], [0.117, 2.857, 0.483], [0.662, 2.283, 2.415], [-0.435, 1.277, 2.651], [-0.138, -0.021, 3.042], [-1.136, -0.970, 3.181], [-2.453, -0.631, 2.927], [-2.773, 0.655, 2.528], [-1.764, 1.590, 2.386], [-2.184, 3.185, 1.856], [-3.795, 0.929, 2.315], [-3.236, -1.367, 3.031], [-0.883, -1.976, 3.480], [0.893, -0.287, 3.221], [0.396, 3.259, 2.829], [1.597, 1.932, 2.854], [-0.243, 2.632, -1.597], [0.918, 2.674, -2.922]]
}

3.
{
  "formula": "C3H6OS2",
  "method": "ωB97M-V/def2-TZVPD",
  "orbital_gap_ev": 9.48,
  "relative_energy_kj_mol": 63.3,
  "lumo_energy_ev": 0.71,
  "fmax_ev_per_a": 1.7,
  "smiles": "CSCSC=O",
  "energy_ha": -989.5044,
  "e_homo_ev": -8.771,
  "elements": ["C", "C", "C", "H", "H", "H", "H", "H", "H", "O", "S", "S"],
  "xyz": [[1.524, -0.275, -1.630], [0.349, 0.479, 0.789], [-2.344, -0.131, 1.192], [1.831, -1.186, -2.197], [2.348, 0.401, -1.525], [0.663, 0.128, -2.143], [0.353, 0.170, 1.805], [0.935, 1.391, 0.631], [-3.402, 0.006, 0.905], [-1.939, -0.928, 1.968], [0.994, -0.965, -0.059], [-1.312, 0.910, 0.262]]
}